Record 1
Molecular formula: C2H27O12
Method: DFT, wB97M-V/def2-TZVPD

Calculated values
frontier orbital gap: 7.969 eV
energy relative to the best compared isomer or geometry (same formula, charge and spin): 50.0 kcal/mol
total charge: -1

Last column: Löwdin charge in e.
Positions of all 41 atoms, in Å:
C  -0.2017  1.5631  0.3757  -0.062
C  0.7832  0.4399  0.6539  -0.394
O  0.3899  -0.7665  0.0451  -0.409
H  -0.2488  2.0531  -0.5579  0.050
H  0.2416  2.3010  0.9862  0.065
H  -1.1946  1.1578  0.6678  0.086
H  0.8260  0.2163  1.7260  0.077
H  1.7810  0.7192  0.3580  0.098
O  -0.9717  -1.9448  1.8894  -0.074
H  -1.7059  -1.3415  1.6761  -0.019
H  -0.3815  -1.5553  1.2700  -0.070
O  2.3831  -2.0975  1.1050  -0.055
H  1.7302  -1.6028  0.6181  -0.049
H  2.3649  -2.9376  0.6451  0.029
O  -3.2170  -0.5185  1.3822  -0.028
H  -3.8144  -0.8019  0.7050  0.045
H  -3.4888  0.3962  1.2966  0.050
O  1.4996  0.2663  -2.2819  -0.039
H  1.2330  0.0558  -1.3600  0.017
H  1.1976  -0.4273  -2.8159  0.024
O  -3.3099  2.4888  -1.2493  -0.050
H  -2.5046  2.4593  -1.7720  -0.013
H  -3.8717  2.9769  -1.8342  0.015
O  -0.1090  -3.0297  -1.4011  -0.092
H  -0.0647  -2.2967  -0.7532  -0.012
H  0.8044  -3.2032  -1.7171  0.032
O  2.7644  -0.3696  3.6104  -0.057
H  2.7991  -0.1153  2.7130  -0.018
H  2.2091  -1.1471  3.7801  0.049
O  -1.8326  -0.5874  -1.4480  -0.040
H  -1.9214  0.2162  -1.9017  -0.054
H  -1.1052  -0.3455  -0.8802  -0.032
O  4.3017  0.6271  -2.0621  -0.064
H  3.3912  0.4159  -2.3033  -0.016
H  4.2343  1.0019  -1.2104  -0.005
O  -1.4429  1.5547  -3.1976  -0.046
H  -1.7973  1.5300  -4.0956  0.070
H  -0.5003  1.4508  -3.3536  0.046
O  -0.7554  0.4194  3.6735  -0.070
H  -0.4889  0.3318  2.7426  -0.012
H  -0.0059  0.4466  4.2751  0.025

Atoms 1-6, force components in eV/Å:
C -0.1 -1.2 1.5
C -1.2 -1.6 -0.8
O 1.0 1.2 -0.7
H 0.1 -0.3 -1.6
H -0.5 1.5 1.4
H 0.4 0.9 0.0



Record 2
Molecular formula: C2H27O12
Method: DFT, wB97M-V/def2-TZVPD

Calculated values
frontier orbital gap: 8.492 eV
energy relative to the best compared isomer or geometry (same formula, charge and spin): 11.8 kcal/mol
total charge: -1

Last column: Löwdin charge in e.
Positions of all 41 atoms, in Å:
C  -0.3493  1.0421  0.3097  -0.083
C  -0.0881  -0.4427  0.6040  -0.424
O  -0.0159  -1.2544  -0.5304  -0.390
H  -1.2424  1.0032  -0.3350  0.072
H  0.3987  1.6084  -0.2436  0.065
H  -0.7113  1.5947  1.1801  0.051
H  -0.7657  -0.8299  1.3785  0.088
H  0.9120  -0.5066  1.0778  0.087
O  -0.4153  0.2209  -2.9493  -0.069
H  0.3234  -0.2769  -3.3254  0.047
H  -0.4716  -0.1184  -2.0299  0.009
O  -0.9481  4.4452  1.6358  -0.084
H  -0.7575  4.3700  0.6813  -0.016
H  -0.1295  4.1868  2.0695  0.029
O  2.9020  -2.1740  1.3793  -0.075
H  3.7179  -2.6810  1.3458  0.025
H  2.7338  -1.9222  0.4518  -0.003
O  0.9161  -2.8128  -2.8115  -0.070
H  0.5223  -2.2977  -2.0849  -0.013
H  1.8567  -2.8147  -2.6089  0.021
O  -2.8747  -1.9292  -0.9361  -0.078
H  -3.2137  -1.0531  -0.7337  0.017
H  -1.9121  -1.8560  -0.7776  -0.005
O  -0.3388  -3.9271  0.6255  -0.079
H  0.0500  -3.8263  1.4987  0.012
H  -0.2073  -3.0526  0.2044  -0.008
O  2.6833  -0.8263  -1.2206  -0.080
H  1.7274  -0.9549  -1.0073  -0.005
H  2.7787  0.1246  -1.3316  0.045
O  -0.1735  0.8122  3.9225  -0.067
H  -1.1258  0.9258  3.8432  0.028
H  0.1171  0.6273  3.0217  0.001
O  0.8039  2.6883  -2.8166  -0.086
H  1.0155  2.9186  -3.7266  0.046
H  0.4370  1.7683  -2.8681  0.008
O  -0.6525  4.5197  -1.2139  -0.077
H  -1.4888  4.0578  -1.0784  0.045
H  -0.1833  3.9744  -1.8790  0.007
O  -2.1153  -1.5482  3.4921  -0.058
H  -1.4049  -2.1840  3.3536  0.035
H  -2.3106  -1.5993  4.4331  0.035

Atoms 1-6, force components in eV/Å:
C -1.8 -0.6 -0.4
C 2.0 0.0 0.2
O -0.4 0.2 -0.4
H 0.1 0.3 -0.1
H 0.3 -0.2 0.2
H 0.4 0.1 0.1



Record 3
Molecular formula: C2H28O13
Method: DFT, wB97M-V/def2-TZVPD

Calculated values
frontier orbital gap: 9.500 eV
energy relative to the best compared isomer or geometry (same formula, charge and spin): 59.3 kcal/mol

Last column: Löwdin charge in e.
Positions of all 43 atoms, in Å:
C  -0.1922  0.7211  0.2388  -0.019
C  0.5933  -0.2180  -0.2505  -0.270
O  1.4794  -0.6691  0.7165  -0.064
H  -1.1127  1.1823  -0.1662  0.059
H  -0.1358  1.1705  1.2624  0.070
H  0.4860  -0.7180  -1.2779  0.121
H  1.9545  -1.4193  0.3314  0.057
H  -0.0841  -0.4467  4.1257  -0.014
H  0.6967  0.4679  3.3038  0.005
O  -0.1764  0.0903  3.4279  -0.007
H  -2.1879  -2.6276  -2.3385  0.052
H  -1.7987  -1.6390  -1.2291  0.076
O  -1.6378  -1.8816  -2.1936  -0.060
H  1.1117  -2.1519  -3.7292  0.000
H  -0.1343  -2.5149  -2.9290  0.049
O  0.8448  -2.7805  -3.0945  -0.082
H  -0.2702  -0.5737  -3.3482  0.079
H  1.1692  0.0893  -3.4725  -0.021
O  0.5190  -0.3380  -3.9758  -0.063
H  0.9602  2.8652  0.1781  0.026
H  2.1132  3.7573  0.4264  0.004
O  1.8771  2.9276  0.2816  0.047
H  3.0815  -3.2912  -0.9507  0.162
H  1.6033  -2.8516  -1.5617  -0.032
O  2.1360  -2.8054  -0.7636  -0.107
H  -2.0303  0.0682  2.6577  0.002
H  -2.9637  0.9352  3.5049  0.070
O  -2.9564  0.2509  2.8190  -0.049
H  -2.9177  0.3878  1.0724  -0.084
H  -4.2288  0.5978  0.2952  0.098
O  -3.2285  0.6876  0.2742  -0.063
H  1.7636  2.0393  1.8608  -0.012
H  2.3325  0.5973  1.7672  0.086
O  2.0184  1.3174  2.4360  -0.100
H  -0.3310  -2.7027  -0.2408  -0.031
H  -0.4105  -1.9167  0.9906  0.092
O  -0.9827  -2.5205  0.3849  -0.054
H  -2.0858  2.5871  1.0142  0.006
H  -2.5255  3.6206  1.8992  0.000
O  -1.9245  3.5420  1.1978  -0.043
H  2.6596  1.8430  -2.2589  0.050
H  2.4740  1.3071  -0.8688  0.033
O  2.4414  1.0135  -1.8172  -0.071

Atoms 1-6, force components in eV/Å:
C -2.4 2.3 0.5
C -0.7 -0.1 0.5
O 0.4 -0.6 -1.3
H 1.0 -0.8 -1.0
H 0.7 -1.1 -0.8
H 0.6 0.8 1.9



Record 4
Molecular formula: C2H2AlLiO2
Method: DFT, wB97M-V/def2-TZVPD

Calculated values
frontier orbital gap (alpha / beta): 8.658 / 6.954 eV
expectation value of S²: 0.762
spin multiplicity: 2
total charge: +1

Last column: Löwdin spin population.
Positions of all 8 atoms, in Å:
C  -0.7555  -0.5951  0.5074  0.260
C  0.3688  -1.3997  0.3518  0.266
O  1.5541  -0.9925  0.9062  0.081
O  -0.6604  0.6604  0.8738  0.355
H  -0.7885  -0.8566  -0.7182  0.010
Al  2.5829  -1.9038  1.7843  0.014
Li  1.0391  0.5077  1.8918  0.005
H  0.1963  -2.4846  0.2638  0.008

Atoms 1-6, force components in eV/Å:
C 2.0 3.8 -2.6
C -0.4 -1.1 2.9
O -3.0 1.7 -2.8
O -0.4 -3.7 -0.1
H -1.4 0.4 1.1
Al 3.5 -2.7 2.4